Record 1
Computed, not measured: a cluster of 12 separate species, C36H66N6O6S6 in total at a distorted geometry, with ωB97M-V/def2-TZVPD.

Last column: Löwdin charge in e.
Element x y z (Å)
C  2.24  -7.51  14.85  -0.2599
S  2.34  -8.75  16.14  0.8431
O  1.00  -9.46  16.14  -0.5699
C  2.18  -7.57  17.50  -0.2317
H  1.21  -7.16  14.84  0.0426
H  2.53  -7.93  13.89  0.0224
H  2.91  -6.67  15.04  0.0164
H  1.16  -7.19  17.46  0.0510
H  2.89  -6.75  17.40  0.0473
H  2.34  -8.04  18.47  0.0307
C  -0.86  -5.73  11.53  -0.2573
S  -1.51  -7.31  12.10  0.8554
O  -0.43  -7.85  12.98  -0.5704
C  -2.89  -6.65  13.11  -0.2341
H  -0.21  -5.89  10.68  0.0358
H  -0.32  -5.16  12.29  0.0450
H  -1.71  -5.10  11.23  0.0530
H  -3.05  -6.95  14.15  0.0448
H  -3.70  -7.13  12.54  0.0344
H  -2.99  -5.58  12.99  0.0398
C  -3.35  -12.17  16.23  -0.2449
S  -1.88  -11.12  16.45  0.8226
O  -1.99  -10.58  17.84  -0.5821
C  -0.69  -12.49  16.65  -0.2388
H  -3.77  -11.93  15.24  0.0385
H  -4.10  -12.06  17.00  0.0508
H  -3.03  -13.20  16.04  0.0419
H  -0.62  -13.09  15.73  0.0474
H  -1.02  -13.14  17.46  0.0629
H  0.24  -11.96  16.84  0.0223
C  3.04  -6.51  9.25  -0.2530
S  3.56  -5.32  10.52  0.8106
O  2.66  -4.12  10.51  -0.5629
C  3.17  -6.34  11.92  -0.2724
H  3.34  -6.09  8.29  0.0451
H  1.96  -6.66  9.27  0.0500
H  3.54  -7.46  9.44  0.0512
H  2.26  -6.93  11.79  0.0592
H  3.24  -5.73  12.82  0.0115
H  3.95  -7.11  12.04  0.0479
C  3.56  -11.92  17.61  -0.2434
S  3.16  -12.65  19.26  0.8306
O  1.84  -13.35  19.21  -0.5656
C  2.72  -11.09  20.05  -0.2832
H  2.84  -11.16  17.34  -0.0002
H  3.57  -12.72  16.88  0.0513
H  4.57  -11.54  17.77  0.0483
H  3.62  -10.47  20.16  0.0352
H  2.47  -11.23  21.11  0.0538
H  1.90  -10.65  19.50  0.0557
C  1.57  -3.96  14.35  -0.2314
S  3.23  -3.68  15.06  0.8485
O  3.95  -4.99  14.99  -0.5726
C  4.00  -2.76  13.73  -0.2438
H  1.07  -4.76  14.89  0.0377
H  1.70  -4.19  13.30  0.0292
H  1.02  -3.03  14.49  0.0599
H  4.25  -3.36  12.85  0.0435
H  4.83  -2.15  14.05  0.0515
H  3.23  -2.06  13.37  0.0612
N  5.44  -10.12  11.80  0.0180
C  5.81  -9.12  12.69  -0.1380
C  4.96  -9.17  13.75  -0.1292
C  3.97  -10.18  13.50  -0.1090
C  4.27  -10.68  12.26  -0.1382
H  5.83  -10.30  10.90  0.1365
H  6.64  -8.47  12.49  0.1080
H  5.11  -8.64  14.69  0.0924
H  3.15  -10.53  14.09  0.0604
H  3.73  -11.46  11.75  0.1112
N  0.18  -11.02  13.84  0.0294
C  0.70  -12.21  13.42  -0.1727
C  -0.12  -12.74  12.46  -0.1199
C  -1.22  -11.86  12.32  -0.1082
C  -1.01  -10.82  13.20  -0.1813
H  0.58  -10.46  14.59  0.0784
H  1.53  -12.66  13.95  0.1079
H  0.03  -13.64  11.88  0.0849
H  -2.06  -11.92  11.65  0.0857
H  -1.61  -9.96  13.45  0.0787
N  6.04  -7.43  20.79  -0.0085
C  5.78  -7.64  19.48  -0.1537
C  6.96  -8.04  18.89  -0.0962
C  7.94  -8.06  19.90  -0.1155
C  7.33  -7.75  21.10  -0.1239
H  5.40  -7.03  21.45  0.1150
H  4.74  -7.65  19.17  0.0940
H  7.16  -8.19  17.85  0.0902
H  9.01  -8.11  19.77  0.0927
H  7.65  -7.70  22.12  0.1029
N  3.64  -8.04  23.54  0.0199
C  3.42  -8.65  22.32  -0.1723
C  2.23  -8.23  21.82  -0.1176
C  1.61  -7.46  22.84  -0.1103
C  2.52  -7.32  23.86  -0.1279
H  4.46  -8.23  24.07  0.1421
H  4.18  -9.25  21.86  0.0968
H  1.80  -8.49  20.87  0.0875
H  0.62  -7.05  22.82  0.0977
H  2.51  -6.71  24.75  0.1089
N  -2.15  -7.08  17.82  0.0416
C  -2.83  -6.00  18.30  -0.1518
C  -2.70  -4.98  17.41  -0.1236
C  -1.78  -5.41  16.44  -0.1419
C  -1.57  -6.75  16.60  -0.1279
H  -2.16  -8.00  18.24  0.1271
H  -3.48  -6.05  19.15  0.1066
H  -3.08  -3.98  17.54  0.0898
H  -1.52  -4.78  15.60  0.0844
H  -1.14  -7.51  15.96  0.0969
N  3.05  -5.34  20.45  0.0142
C  3.92  -4.92  19.47  -0.1321
C  3.15  -4.16  18.61  -0.1299
C  1.80  -4.29  18.97  -0.1093
C  1.76  -4.99  20.17  -0.1184
H  3.24  -5.80  21.32  0.1134
H  4.97  -5.11  19.48  0.0958
H  3.41  -3.64  17.70  0.0434
H  0.96  -3.86  18.46  0.0919
H  0.97  -5.10  20.89  0.1004

Its charge is 0. As for the spin multiplicity: 1. Its energy is -124632.593 eV. For the energy above the lowest of the compared OMol25 structures with the same formula, charge and spin, the calculation gives 0.000 eV. For the HOMO energy, the calculation gives -7.618 eV. The value obtained for the molar mass is 871.4 u.

=====

Record 2
Computed, not measured: a structure of composition C36H69Br24ClIN5OP at a distorted geometry, with ωB97M-V/def2-TZVPD.

Last column: Löwdin charge in e.
Element x y z (Å)
N  3.44  3.04  -1.29  0.1377
C  2.73  3.57  -2.19  -0.5750
N  2.15  4.83  -1.87  0.1131
N  2.48  3.01  -3.45  0.0394
C  1.85  1.67  -3.35  -0.2066
C  0.94  1.35  -4.56  -0.1377
C  -0.28  0.57  -4.02  -0.1473
C  -1.60  1.38  -4.28  -0.1040
C  -2.16  1.99  -3.04  -0.1062
C  -2.88  1.25  -2.14  -0.0474
N  -3.43  1.70  -1.03  0.0887
N  -3.33  2.95  -0.68  0.1138
C  -2.64  3.68  -1.47  -0.4002
P  -2.56  5.48  -0.85  0.5258
O  -0.97  5.94  -0.84  -0.3631
I  -3.83  6.66  -2.62  0.4858
C  -1.99  3.34  -2.68  -0.1042
C  -1.17  4.27  -3.52  -0.2034
C  -1.62  4.40  -5.01  -0.2428
C  -1.49  5.82  -5.55  -0.5659
Cl  0.02  6.63  -5.02  0.5956
H  3.78  2.14  -1.63  -0.0080
H  2.90  5.38  -1.46  0.0948
H  1.90  5.32  -2.73  0.0591
H  1.87  3.63  -3.97  0.0812
H  1.31  1.63  -2.40  0.0924
H  2.64  0.92  -3.34  0.0249
H  1.49  0.68  -5.23  0.0905
H  0.68  2.28  -5.07  0.0934
H  -0.38  -0.38  -4.54  0.0946
H  -0.23  0.38  -2.95  0.0764
H  -1.47  2.07  -5.11  0.0870
H  -2.33  0.64  -4.63  0.1318
H  -3.00  0.19  -2.36  0.0116
H  -3.97  1.08  -0.42  0.0604
H  -0.40  5.28  -1.26  0.0193
H  -1.16  5.27  -3.11  0.0235
H  -0.15  3.89  -3.52  0.0991
H  -0.94  3.78  -5.60  0.0886
H  -2.61  3.97  -5.13  0.1260
H  -2.37  6.40  -5.32  0.0189
H  -1.41  5.75  -6.64  0.0748
Br  -1.11  -3.62  -6.01  0.5850
C  0.09  -3.89  -7.53  -0.6804
C  1.31  -3.02  -7.44  -0.6847
Br  0.90  -1.18  -7.94  0.6118
H  -0.50  -3.71  -8.42  0.0510
H  0.36  -4.94  -7.48  0.0601
H  2.06  -3.34  -8.16  0.0606
H  1.74  -2.99  -6.45  0.0470
Br  2.21  -2.72  -2.20  0.7107
C  4.09  -2.84  -1.70  -0.6733
C  4.57  -1.51  -1.21  -0.6813
Br  4.89  -0.31  -2.71  0.6890
H  4.64  -3.20  -2.57  0.0500
H  4.13  -3.60  -0.92  0.0233
H  5.54  -1.60  -0.71  0.0637
H  3.87  -1.02  -0.54  -0.0017
Br  3.00  -2.45  1.81  0.6782
C  2.92  -0.64  2.53  -0.6736
C  1.52  -0.08  2.53  -0.7193
Br  0.97  0.50  0.75  0.6047
H  3.62  -0.05  1.95  0.0582
H  3.27  -0.74  3.55  0.0149
H  1.48  0.81  3.15  0.0432
H  0.78  -0.79  2.87  0.0187
Br  -1.84  -5.20  -2.98  0.5851
C  -0.63  -4.22  -1.82  -0.7604
C  -1.38  -3.39  -0.82  -0.6289
Br  -2.09  -1.77  -1.65  0.7255
H  0.03  -3.64  -2.46  -0.0822
H  -0.04  -4.99  -1.31  0.0529
H  -0.72  -3.03  -0.03  0.0586
H  -2.22  -3.92  -0.38  0.0587
Br  -1.97  5.05  3.20  0.5806
C  -2.10  6.96  3.59  -0.6864
C  -3.50  7.45  3.38  -0.6893
Br  -3.89  7.64  1.49  0.5971
H  -1.38  7.46  2.96  0.0524
H  -1.81  7.07  4.63  0.0587
H  -3.63  8.45  3.81  0.0613
H  -4.25  6.79  3.80  0.0517
Br  3.21  0.62  6.38  0.5982
C  1.65  1.73  6.88  -0.7078
C  2.10  3.10  7.34  -0.6816
Br  2.82  3.05  9.15  0.6288
H  1.09  1.20  7.64  0.0374
H  1.05  1.82  5.98  0.0216
H  1.25  3.78  7.38  0.0602
H  2.87  3.53  6.70  0.0516
Br  1.32  -0.58  5.83  0.6149
C  -0.03  -2.03  5.46  -0.5705
C  -1.00  -2.20  6.59  -0.6468
Br  -0.19  -3.16  8.09  0.7616
H  0.54  -2.93  5.24  0.0552
H  -0.56  -1.71  4.55  0.0450
H  -1.85  -2.81  6.30  0.0052
H  -1.37  -1.26  6.99  0.0672
Br  8.47  -1.36  -2.89  0.5853
C  9.43  0.30  -3.21  -0.6839
C  8.59  1.29  -3.98  -0.6986
Br  8.48  0.83  -5.86  0.6062
H  10.35  0.04  -3.73  0.0514
H  9.67  0.69  -2.23  0.0587
H  9.04  2.28  -3.95  0.0591
H  7.57  1.34  -3.61  0.0221
Br  3.71  -6.93  -0.74  0.6154
C  4.00  -7.57  -2.56  -0.6812
C  3.52  -6.57  -3.57  -0.6818
Br  1.58  -6.58  -3.73  0.6277
H  3.49  -8.53  -2.64  0.0529
H  5.07  -7.72  -2.65  0.0603
H  3.89  -6.83  -4.57  0.0607
H  3.81  -5.55  -3.33  0.0266
Br  -7.58  1.92  -0.15  0.6276
C  -7.19  0.24  -1.04  -0.6969
C  -6.97  -0.88  -0.04  -0.6435
Br  -5.22  -0.75  0.80  0.6519
H  -6.32  0.41  -1.67  0.0339
H  -8.05  0.03  -1.66  0.0635
H  -6.97  -1.84  -0.55  0.0666
H  -7.70  -0.89  0.76  0.0601
Br  -6.70  -4.91  5.58  0.6254
C  -4.79  -4.73  5.90  -0.7044
C  -4.35  -3.29  5.79  -0.6971
Br  -4.22  -2.70  3.94  0.5959
H  -4.29  -5.38  5.19  0.0576
H  -4.63  -5.09  6.91  -0.0445
H  -3.34  -3.17  6.19  -0.0081
H  -5.02  -2.60  6.29  0.0600
Br  -3.73  -6.04  9.11  0.6813
C  -2.83  -4.31  9.19  -0.7684
C  -3.19  -3.56  10.44  -0.6835
Br  -4.97  -2.77  10.29  0.6153
H  -3.08  -3.77  8.29  0.0047
H  -1.76  -4.55  9.19  -0.0541
H  -2.52  -2.72  10.59  0.0528
H  -3.19  -4.18  11.33  0.0548

Its charge is +1. As for the spin multiplicity: 1. Its energy is -1758873.525 eV. For the energy above the lowest of the compared OMol25 structures with the same formula, charge and spin, the calculation gives 1.295 eV. For the HOMO energy, the calculation gives -10.231 eV. The value obtained for the molar mass is 2699.0 u.

=====

Number 1: Kohn-Sham gap 8.0 eV. Number 2: Kohn-Sham gap 6.4 eV.